No. 1
DFT (ωB97M-V/def2-TZVPD) results for 12 unconnected molecules or ions with the total composition C20H68O24P4 at a distorted geometry.

```
116
C20H68O24P4, DFT ωB97M-V/def2-TZVPD
C -4.624 -2.706 -4.359
O -4.509 -2.535 -5.766
H -4.276 -3.687 -4.034
H -4.022 -1.970 -3.823
H -5.642 -2.484 -4.026
H -5.143 -3.114 -6.196
C -1.495 -3.938 -5.266
O -1.674 -2.542 -5.305
H -2.204 -4.400 -4.567
H -1.610 -4.411 -6.244
H -0.494 -4.114 -4.876
H -2.564 -2.310 -5.590
C -5.548 -0.854 -1.043
O -6.201 0.257 -0.438
H -4.481 -0.638 -1.142
H -5.705 -1.781 -0.496
H -5.934 -1.017 -2.058
H -5.676 1.025 -0.677
C 0.363 4.019 -4.082
O 0.379 2.615 -4.242
H 1.230 4.480 -4.565
H -0.546 4.384 -4.552
H 0.377 4.298 -3.025
H 0.967 2.149 -3.642
C -3.994 1.838 1.880
O -4.470 2.812 2.778
H -2.988 1.495 2.168
H -4.625 0.948 1.846
H -3.838 2.141 0.839
H -5.055 2.385 3.408
C -0.048 1.295 3.359
O 1.030 0.680 4.046
H -0.896 1.382 4.048
H 0.197 2.310 3.046
H -0.308 0.737 2.454
H 0.813 -0.253 4.127
C -3.369 6.254 0.757
O -2.061 5.839 1.150
H -3.746 5.621 -0.049
H -4.050 6.347 1.602
H -3.242 7.249 0.325
H -2.166 4.938 1.472
C 1.212 -5.035 -0.291
O 0.512 -4.313 0.707
H 0.618 -5.628 -0.994
H 1.817 -4.404 -0.947
H 1.842 -5.746 0.248
H -0.433 -4.424 0.578
C -1.070 2.881 -0.355
O -0.818 1.969 -1.425
P -1.175 0.453 -1.236
O -1.638 0.049 0.088
O -2.208 0.146 -2.389
C -1.815 0.437 -3.754
O 0.123 -0.303 -1.710
C 0.190 -1.729 -1.468
H -0.156 3.414 -0.093
H -1.456 2.370 0.526
H -1.798 3.642 -0.643
H -2.458 -0.178 -4.379
H -0.803 0.094 -3.951
H -1.962 1.490 -3.957
H -0.049 -2.197 -2.426
H -0.546 -2.082 -0.750
H 1.210 -1.894 -1.147
C -1.950 -2.199 2.553
O -2.792 -2.849 3.515
P -2.267 -3.622 4.787
O -3.048 -3.409 5.984
O -0.739 -3.199 4.831
C 0.136 -3.973 5.670
O -2.251 -5.165 4.380
C -1.455 -5.596 3.294
H -2.472 -2.257 1.600
H -0.937 -2.589 2.500
H -1.883 -1.134 2.780
H 0.926 -4.380 5.042
H -0.386 -4.716 6.266
H 0.629 -3.285 6.360
H -0.787 -4.844 2.876
H -2.062 -5.927 2.441
H -0.893 -6.471 3.621
C 3.047 2.849 1.762
O 3.705 4.118 1.965
P 4.459 4.403 3.322
O 4.629 3.239 4.176
O 3.661 5.610 3.936
C 2.365 5.408 4.473
O 5.800 5.090 2.902
C 5.832 6.406 2.355
H 3.309 2.489 0.764
H 1.985 3.090 1.714
H 3.335 2.086 2.476
H 2.198 4.398 4.848
H 1.603 5.594 3.707
H 2.189 6.136 5.260
H 6.871 6.720 2.304
H 5.294 7.126 2.971
H 5.392 6.445 1.357
C 6.704 -1.963 -3.201
O 6.025 -0.892 -2.578
P 4.688 -1.112 -1.789
O 4.176 0.062 -1.093
O 3.649 -1.727 -2.825
C 3.310 -0.988 -3.993
O 4.998 -2.389 -0.916
C 4.037 -2.686 0.081
H 7.204 -1.634 -4.112
H 6.068 -2.810 -3.464
H 7.495 -2.347 -2.552
H 3.925 -0.104 -4.145
H 2.246 -0.753 -4.010
H 3.451 -1.642 -4.861
H 4.205 -2.200 1.047
H 4.064 -3.745 0.339
H 3.019 -2.417 -0.200
```

Values from the calculation:
- LUMO energy: 0.07 eV
- Net charge: 0
- HOMO level: -10.2 eV
- Multiplicity: 1
- Structure (SMILES): COP(=O)(OC)OC.COP(=O)(OC)OC.COP(=O)(OC)OC.COP(=O)(OC)OC.CO.CO.CO.CO.CO.CO.CO.CO

---

No. 2
DFT (ωB97M-V/def2-TZVPD) results for 15 unconnected molecules or ions with the total composition C20H70N12O15 at a distorted geometry.

```
117
C20H70N12O15, DFT ωB97M-V/def2-TZVPD
C 5.555 -2.441 -2.234
C 5.539 -2.621 -0.722
O 6.092 -3.943 -0.519
H 6.601 -2.466 -2.710
H 5.191 -1.438 -2.443
H 4.877 -3.185 -2.611
H 4.583 -2.355 -0.209
H 6.214 -1.790 -0.317
H 5.922 -4.358 0.282
C -0.464 0.061 0.604
C 1.134 0.011 0.699
O 1.636 -0.449 -0.571
H -1.059 0.310 1.438
H -0.737 -0.939 0.344
H -0.653 0.672 -0.196
H 1.494 -0.693 1.428
H 1.599 0.967 0.966
H 2.567 -0.207 -0.596
C 3.612 -0.728 3.330
C 4.108 -1.901 2.485
O 5.537 -1.728 2.279
H 2.580 -0.911 3.490
H 3.701 0.210 2.863
H 4.122 -0.521 4.257
H 3.491 -2.240 1.601
H 4.128 -2.794 3.198
H 5.946 -2.572 2.131
C -5.797 0.391 0.278
C -4.460 0.632 -0.355
O -3.922 -0.624 -0.682
H -6.210 1.301 0.845
H -5.868 -0.434 1.003
H -6.503 0.113 -0.499
H -3.835 1.181 0.419
H -4.545 1.236 -1.254
H -3.187 -0.384 -1.269
C 0.617 -3.363 2.949
C -0.129 -2.082 3.206
O -0.865 -2.274 4.304
H 1.445 -3.367 3.719
H 1.065 -3.485 1.960
H -0.066 -4.166 3.269
H -0.943 -2.065 2.421
H 0.550 -1.224 3.181
H -1.737 -2.169 3.945
C -2.450 4.051 2.233
O -3.162 4.525 3.348
N -2.266 2.780 1.758
N -1.855 4.951 1.440
H -2.056 2.523 0.797
H -2.677 2.089 2.475
H -1.969 5.910 1.775
H -1.098 4.663 0.845
C -2.476 0.075 -3.428
O -3.092 1.222 -3.598
N -2.615 -0.791 -4.321
N -1.634 -0.067 -2.494
H -3.272 -0.606 -5.092
H -2.173 -1.738 -4.287
H -1.525 0.783 -1.906
H -1.005 -0.893 -2.512
C -3.828 -2.417 2.558
O -3.581 -2.507 3.952
N -3.446 -1.365 2.051
N -4.365 -3.433 1.860
H -3.162 -0.631 2.711
H -3.574 -1.215 1.048
H -4.280 -4.378 2.350
H -4.544 -3.439 0.823
C 1.350 -2.586 -3.111
O 2.571 -1.978 -3.416
N 0.776 -3.329 -4.037
N 0.588 -2.310 -2.117
H 1.466 -3.394 -4.809
H -0.233 -3.514 -4.222
H 0.883 -1.584 -1.405
H -0.337 -2.772 -2.003
C 0.803 1.865 3.467
O -0.115 0.976 4.018
N 2.085 1.907 3.746
N 0.406 2.813 2.619
H 2.381 1.217 4.400
H 2.626 2.470 3.219
H -0.561 2.845 2.229
H 1.165 3.473 2.330
C -2.859 3.646 -1.461
O -1.985 2.703 -0.970
N -3.269 4.584 -0.665
N -3.428 3.702 -2.673
H -2.871 4.676 0.358
H -3.635 5.506 -1.072
H -3.135 2.924 -3.320
H -3.962 4.455 -3.062
C 1.293 4.015 -0.929
O 1.176 5.250 -0.411
H 1.378 3.205 -0.122
H 2.159 4.056 -1.564
H 0.536 3.675 -1.642
H 1.149 5.922 -1.069
C 4.059 1.342 -1.707
O 4.179 0.608 -0.466
H 4.820 2.092 -1.789
H 3.136 1.950 -1.819
H 4.326 0.623 -2.464
H 5.024 0.808 -0.044
C -1.985 -4.035 -0.189
O -1.884 -3.185 -1.329
H -1.681 -5.037 -0.317
H -3.059 -4.156 -0.127
H -1.637 -3.413 0.606
H -2.677 -3.038 -1.860
C 0.964 1.358 -3.295
O 1.800 2.288 -3.930
H 1.000 1.428 -2.139
H 1.261 0.358 -3.536
H -0.104 1.475 -3.544
H 1.240 2.860 -4.447
```

Values from the calculation:
- LUMO energy: -0.37 eV
- Net charge: 0
- HOMO level: -8.8 eV
- Multiplicity: 1